Entry 1:
{
  "formula": "C9H11O3",
  "method": "ωB97M-V with the def2-TZVPD basis set",
  "charge": -1,
  "lumo_ev": 3.50,
  "de_lowest_kcal_mol": 7.2,
  "multiplicity": 1,
  "species": ["C", "C", "C", "C", "C", "C", "C", "O", "H", "H", "H", "H", "H", "H", "H", "H", "C", "C", "O", "O", "H", "H", "H"],
  "positions_angstrom": [[2.376, 2.787, -0.260], [0.522, -1.178, -0.399], [1.741, -0.933, 0.293], [-0.047, -0.046, -1.040], [2.287, 0.331, 0.392], [0.537, 1.205, -0.946], [1.746, 1.425, -0.289], [-0.042, -2.344, -0.404], [-1.458, -2.156, -0.747], [1.995, -1.665, 1.059], [-0.983, -0.094, -1.576], [3.081, 0.513, 1.107], [-0.008, 2.088, -1.275], [2.580, 3.128, -1.288], [3.389, 2.717, 0.127], [1.886, 3.623, 0.239], [-2.488, -1.180, 1.312], [-3.190, -1.453, -0.010], [-2.474, -2.127, -0.884], [-4.343, -1.149, -0.240], [-2.641, -2.093, 1.892], [-3.031, -0.395, 1.812], [-1.434, -1.002, 1.123]]
}

---

Entry 2:
{
  "formula": "C9H11O3",
  "method": "ωB97M-V with the def2-TZVPD basis set",
  "charge": -1,
  "lumo_ev": 3.48,
  "de_lowest_kcal_mol": 10.0,
  "multiplicity": 1,
  "species": ["C", "C", "O", "O", "H", "H", "H", "C", "C", "C", "C", "C", "C", "C", "O", "H", "H", "H", "H", "H", "H", "H", "H"],
  "positions_angstrom": [[1.610, 2.607, 0.063], [3.000, 2.071, -0.182], [3.252, 1.187, -1.165], [3.931, 2.444, 0.502], [1.132, 2.165, 0.928], [0.943, 2.494, -0.796], [1.822, 3.678, 0.175], [-2.543, -2.242, 1.544], [0.045, -0.101, -1.175], [0.528, -1.228, -0.414], [-1.312, 0.234, -1.057], [-0.290, -1.913, 0.448], [-2.165, -0.581, -0.309], [-1.660, -1.598, 0.491], [0.906, 0.559, -1.879], [1.568, -1.492, -0.554], [2.357, 0.844, -1.569], [-1.738, 1.068, -1.597], [0.091, -2.713, 1.052], [-3.228, -0.470, -0.095], [-2.367, -3.294, 1.744], [-3.595, -2.045, 1.383], [-2.289, -1.677, 2.461]]
}

---

| no. | HOMO-LUMO gap (hartree) |
| --- | --- |
| 1 | 0.264 |
| 2 | 0.257 |